# 1
Entry from the OMol25 dataset: a single C12H20N4O3 molecule at a distorted geometry (the ωB97M-V functional and the def2-TZVPD basis).

The structure (SMILES) is CC[C@H](C)[C@H](N)C(=O)N[C@@H](Cc1c[nH]cn1)C(=O)O. For the orbital gap, the calculation gives 9.51 eV. For the energy relative to the best compared isomer or geometry (same formula, charge and spin), the calculation gives 32.7 kcal per mole.

Element x y z (Å)
1 C 1.9928 -3.5603 2.6774
2 C 0.9165 -2.6751 2.1034
3 C 1.3771 -1.3782 1.4515
4 C 1.9169 -0.4081 2.5177
5 C 0.2251 -0.7232 0.6292
6 N -0.9778 -0.5793 1.4817
7 C 0.0325 -1.5139 -0.6868
8 O 0.5501 -2.5840 -0.9667
9 N -0.9324 -1.0583 -1.5789
10 C -1.3720 0.2720 -1.6951
11 C -0.3048 1.2595 -2.3697
12 C -0.2230 2.5787 -1.6998
13 C -0.5614 3.7720 -2.2867
14 N -0.3634 4.7208 -1.3261
15 C 0.1779 4.0913 -0.2202
16 N 0.2964 2.8195 -0.4312
17 C -2.7083 0.3624 -2.4345
18 O -3.1037 1.3049 -3.1064
19 O -3.5257 -0.7133 -2.3194
20 H 2.3363 -3.0915 3.6446
21 H 2.8642 -3.6968 2.0536
22 H 1.6701 -4.5520 2.9723
23 H 0.3794 -3.2415 1.3355
24 H 0.1382 -2.4958 2.8948
25 H 2.1537 -1.5750 0.6932
26 H 2.5398 0.3531 2.1042
27 H 1.0244 0.0831 3.0123
28 H 2.4735 -1.0432 3.2998
29 H 0.5187 0.2424 0.3530
30 H -1.4467 0.3136 1.3295
31 H -1.6234 -1.3546 1.2433
32 H -0.8257 -1.5777 -2.3991
33 H -1.5485 0.6285 -0.6738
34 H 0.6322 0.7483 -2.3364
35 H -0.5926 1.3763 -3.3884
36 H -0.9962 4.0185 -3.2437
37 H -0.5204 5.6597 -1.5415
38 H 0.5264 4.6317 0.6560
39 H -3.1164 -1.4142 -1.7487

Atomic partial charges in e from the Mulliken method, atoms 1 to 6: -1.342 -0.537 0.551 -1.416 -0.114 -0.525



# 2
Entry from the OMol25 dataset: 3 unconnected molecules or ions with the total composition C12H20N6O9S2 at a distorted geometry (the ωB97M-V functional and the def2-TZVPD basis).

The structure (SMILES) is O=NO[C@@H]1[C@H](C[SH](=O)=O)CS(=O)(=O)O[C@@H]1c1ccccn1.NC(N)=O.NC(N)=O. For the orbital gap, the calculation gives 9.21 eV.

Element x y z (Å)
1 O -2.0423 2.6253 0.2244
2 N -1.0020 2.0969 0.0968
3 O -1.2181 0.7237 -0.0427
4 C -0.2627 0.2317 -1.0339
5 C -1.0077 -0.5248 -2.2072
6 C -2.5784 -0.6543 -1.9320
7 S -3.0108 -1.8359 -0.6170
8 O -4.4818 -1.7453 -0.4787
9 O -2.6820 -3.2218 -0.9202
10 C -0.3567 -1.9069 -2.6486
11 S 0.6001 -2.7857 -1.3610
12 O 0.1320 -4.1384 -1.1121
13 O 1.9636 -2.9125 -1.8942
14 O 0.5699 -1.9180 0.0347
15 C 0.9108 -0.5576 -0.3487
16 C 1.3895 0.1453 0.9797
17 C 2.6146 0.9127 0.8923
18 C 3.0582 1.5891 2.1201
19 C 2.2168 1.4327 3.3097
20 C 1.0453 0.5900 3.1791
21 N 0.6106 -0.0540 2.0678
22 H 0.2049 1.1628 -1.4624
23 H -0.9446 0.1508 -3.1056
24 H -3.0122 0.3627 -1.7545
25 H -3.0156 -1.0717 -2.8802
26 H -2.5167 -1.4191 0.6161
27 H 0.2832 -1.7080 -3.5386
28 H -1.1927 -2.5813 -2.9708
29 H 1.7821 -0.5324 -1.0649
30 H 3.1772 0.9666 -0.0663
31 H 3.9893 2.1773 2.0939
32 H 2.5219 1.9645 4.2351
33 H 0.4241 0.4581 4.1018
34 N 5.6783 -0.8885 3.8995
35 C 6.1124 0.3689 3.6215
36 N 7.4528 0.5575 3.7576
37 O 5.3531 1.2626 3.2747
38 H 6.2815 -1.6369 4.1850
39 H 4.6921 -1.0638 3.8085
40 H 7.8088 1.4761 3.5599
41 H 8.0918 -0.1618 4.0404
42 N -6.1128 0.9568 -1.8086
43 C -6.0004 1.1505 -3.1498
44 N -6.4652 2.3518 -3.5975
45 O -5.5189 0.3136 -3.8977
46 H -6.5029 1.6313 -1.1775
47 H -5.7783 0.0764 -1.4420
48 H -6.3981 2.5302 -4.5840
49 H -6.8638 3.0530 -3.0019

Atomic partial charges in e from the Mulliken method, atoms 1 to 6: -0.369 0.098 -0.143 0.130 -0.009 -0.934



# 3
Entry from the OMol25 dataset: 4 unconnected molecules or ions with the total composition C12H21ClN3O4 at a distorted geometry (the ωB97M-V functional and the def2-TZVPD basis).

For the orbital gap, the calculation gives 9.29 eV. Its charge is -1. For the energy relative to the best compared isomer or geometry (same formula, charge and spin), the calculation gives 25.5 kcal per mole.

Element x y z (Å)
1 Cl -2.0983 -0.0411 0.5094
2 O -2.9889 -0.7777 -0.3614
3 O -0.9088 0.1112 -0.2703
4 O -2.6248 1.2183 0.9320
5 O -1.8622 -0.8028 1.7142
6 C 1.4250 3.3469 -3.3830
7 C -0.0568 3.5406 -2.9524
8 C -0.2009 3.6026 -1.4314
9 C 0.4038 4.7896 -0.8073
10 N 0.8098 5.7764 -0.3811
11 H 1.3892 3.4269 -4.4701
12 H 1.7722 2.3760 -3.0315
13 H 2.1039 4.1155 -3.0150
14 H -0.6194 2.7447 -3.4341
15 H -0.3741 4.4881 -3.3956
16 H 0.0307 2.5955 -1.0900
17 H -1.2336 3.8790 -1.1859
18 C 1.5559 0.8351 3.9386
19 C 1.6594 1.9950 2.9619
20 C 1.6026 1.6063 1.4469
21 C 1.9848 0.2213 1.2301
22 N 2.2666 -0.8850 1.1258
23 H 2.4904 0.2753 3.9430
24 H 0.6856 0.1992 3.7787
25 H 1.4149 1.1788 4.9688
26 H 2.5619 2.5825 3.1371
27 H 0.8623 2.7247 3.1219
28 H 2.4918 2.1146 1.0550
29 H 0.7151 1.9624 0.9378
30 C -1.4309 -5.8505 -1.5833
31 C -1.7846 -5.4866 -0.1238
32 C -1.4228 -4.0495 0.2615
33 C -0.0012 -3.7182 0.1705
34 N 1.1120 -3.4514 0.0863
35 H -0.3778 -5.6036 -1.7497
36 H -1.9247 -5.2106 -2.3191
37 H -1.5707 -6.8739 -1.9289
38 H -1.3251 -6.1844 0.5776
39 H -2.8512 -5.6422 0.0475
40 H -1.7607 -3.8662 1.2832
41 H -1.9206 -3.2626 -0.3140

Atomic partial charges in e from the Mulliken method, atoms 1 to 6: 1.705 -0.713 -0.603 -0.713 -0.663 -1.133



Lowest unoccupied orbital energy: 0.5485; -0.4415; 3.0531 (eV)